--- A ---
# C7H12O

A gas-phase ion, C7H12O (charge -1) (wB97M-V/def2-TZVPD, OMol25).

Output
Charge: -1
Kohn-Sham gap (alpha / beta) (eV): 3.15 / 7.69
HOMO level (alpha / beta) (hartree): 0.0357 / -0.1403
Spin multiplicity: 2

Geometry as XYZ:
```
20
C7H12O (wB97M-V/def2-TZVPD)
O -0.551 -2.816 0.209
C 1.122 0.257 1.025
C -0.915 -2.026 -0.628
C 0.016 0.602 0.262
C 0.104 1.433 -1.015
C 2.556 0.327 0.604
C -1.845 -0.859 -0.344
C -1.356 0.183 0.591
H -2.663 -1.479 0.122
H 0.960 -0.271 1.936
H 3.017 0.950 1.341
H 3.079 -0.656 0.683
H 1.052 1.952 -1.198
H -1.453 -0.138 1.697
H -0.594 -1.925 -1.554
H 2.743 0.794 -0.352
H -0.386 0.804 -1.687
H -0.527 2.411 -0.919
H -2.039 1.050 0.531
H -2.320 -0.593 -1.303
```

Atom charges from the Mulliken analysis, given in e for atoms 1 to 6: number 1, O, carries -0.619; number 2, C, carries 0.064; number 3, C, carries -0.552; number 4, C, carries 0.931; number 5, C, carries -2.139; number 6, C, carries -1.203

=====

--- B ---
# C7H12O

2 unconnected molecules or ions with the total composition C7H12O (wB97M-V/def2-TZVPD, OMol25).

Output
Charge: -1
Kohn-Sham gap (alpha / beta) (eV): 3.05 / 5.91
HOMO level (alpha / beta) (hartree): 0.0065 / -0.1018
Spin multiplicity: 2

Geometry as XYZ:
```
20
C7H12O (wB97M-V/def2-TZVPD)
O -3.899 2.868 1.614
C -0.953 -3.015 -1.777
C 0.949 2.062 0.403
C 1.863 0.033 1.516
C 0.119 -2.247 -1.963
C 1.212 0.692 0.337
C 0.671 -0.104 -0.710
C 0.778 -1.471 -0.874
H 2.287 -0.916 1.205
H 1.254 2.690 1.236
H -3.213 3.375 1.159
H 0.607 -2.147 -2.938
H 0.045 0.434 -1.422
H 0.293 2.571 -0.305
H 1.400 -2.097 -0.289
H 1.173 -0.138 2.352
H -1.373 -3.146 -0.799
H -1.412 -3.623 -2.553
H 2.703 0.605 1.932
H -4.502 3.571 1.874
```

Atom charges from the Mulliken analysis, given in e for atoms 1 to 6: number 1, O, carries -0.693; number 2, C, carries -0.658; number 3, C, carries -1.299; number 4, C, carries -1.252; number 5, C, carries -0.489; number 6, C, carries 0.907

=====

The data favor B; the next most stable structure lies 0.616 eV above it.

=====

--- A ---
# C3H5NOS

C3H5NOS in the gas phase (wB97M-V/def2-TZVPD, OMol25).

Output
Charge: 0
SMILES string: O=C1NCCS1
Kohn-Sham gap (eV): 10.06
HOMO level (hartree): -0.3452

Geometry as XYZ:
```
11
C3H5NOS (wB97M-V/def2-TZVPD)
S 0.346 -1.767 0.013
O 2.720 -0.498 0.033
N 0.826 0.714 -0.304
C 1.526 -0.402 -0.039
C -1.116 -0.704 -0.149
C -0.582 0.642 0.217
H -1.379 -0.650 -1.170
H -0.509 0.736 1.346
H -2.021 -1.100 0.280
H -1.258 1.524 -0.145
H 1.447 1.504 -0.081
```

Atom charges from the Mulliken analysis, given in e for atoms 1 to 6: number 1, S, carries -0.156; number 2, O, carries -0.553; number 3, N, carries -0.290; number 4, C, carries 0.462; number 5, C, carries -0.448; number 6, C, carries -0.498

=====

--- B ---
# C3H5NOS

C3H5NOS in the gas phase (wB97M-V/def2-TZVPD, OMol25).

Output
Charge: 0
Kohn-Sham gap (eV): 10.45
HOMO level (hartree): -0.3687

Geometry as XYZ:
```
11
C3H5NOS (wB97M-V/def2-TZVPD)
S -1.174 0.061 0.847
O -1.268 0.161 2.399
N -0.447 -2.738 0.280
C -0.815 -1.678 0.444
C 0.455 0.649 0.262
C 0.463 0.454 -1.172
H -0.056 1.333 -1.531
H -0.061 -0.420 -1.530
H 1.065 -0.064 0.969
H 1.448 0.474 -1.549
H 0.390 1.768 0.581
```

Atom charges from the Mulliken analysis, given in e for atoms 1 to 6: number 1, S, carries 0.416; number 2, O, carries -0.550; number 3, N, carries -0.342; number 4, C, carries 0.250; number 5, C, carries -0.450; number 6, C, carries -1.005

=====

--- C ---
# C3H5NOS

C3H5NOS in the gas phase (wB97M-V/def2-TZVPD, OMol25).

Output
Charge: 0
SMILES string: CSO[C@@H]1C=N1
Kohn-Sham gap (eV): 9.65
HOMO level (hartree): -0.3295

Geometry as XYZ:
```
11
C3H5NOS (wB97M-V/def2-TZVPD)
S 0.077 -0.369 1.144
O -0.473 -0.547 -0.527
N -2.204 -0.395 -2.559
C -2.785 -0.685 -1.526
C 1.400 0.808 1.101
C -1.631 0.081 -1.113
H 2.213 0.388 0.464
H 1.020 1.755 0.721
H -3.671 -1.168 -1.119
H -1.643 1.162 -1.218
H 1.579 0.815 2.148
```

Atom charges from the Mulliken analysis, given in e for atoms 1 to 6: number 1, S, carries 0.053; number 2, O, carries -0.387; number 3, N, carries -0.396; number 4, C, carries -0.248; number 5, C, carries -0.683; number 6, C, carries 0.258

=====

The data favor A; the next most stable structure lies 2.725 eV above it.

=====

--- A ---
# C3H5NOS

C3H5NOS in the gas phase (wB97M-V/def2-TZVPD, OMol25).

Output
Charge: 0
SMILES string: C[C@H]1ON=CS1
Kohn-Sham gap (eV): 9.84
HOMO level (hartree): -0.3323

Geometry as XYZ:
```
11
C3H5NOS (wB97M-V/def2-TZVPD)
S 0.075 1.059 -1.274
O 0.349 0.123 1.063
N 0.251 1.491 1.273
C 0.083 -1.627 -0.332
C -0.355 -0.254 -0.108
C 0.113 2.075 0.137
H -0.306 -2.133 -1.233
H -1.442 -0.155 0.101
H 1.203 -1.531 -0.358
H 0.100 3.178 0.162
H -0.070 -2.227 0.569
```

Atom charges from the Mulliken analysis, given in e for atoms 1 to 6: number 1, S, carries -0.148; number 2, O, carries -0.155; number 3, N, carries -0.351; number 4, C, carries -1.198; number 5, C, carries 0.283; number 6, C, carries -0.089

=====

--- B ---
# C3H5NOS

2 unconnected molecules or ions with the total composition C3H5NOS (wB97M-V/def2-TZVPD, OMol25).

Output
Charge: 0
Kohn-Sham gap (eV): 7.01
HOMO level (hartree): -0.3242

Geometry as XYZ:
```
11
C3H5NOS (wB97M-V/def2-TZVPD)
S -3.205 0.273 -0.472
O 1.054 1.698 -0.315
N 1.633 -0.377 -0.686
C -0.556 -0.329 0.121
C -1.750 0.636 0.092
C 0.784 0.468 -0.192
H -1.435 1.668 0.803
H 2.873 -0.335 -0.467
H -0.651 -0.714 1.287
H -0.591 -1.321 -0.702
H 1.845 -1.668 0.530
```

Atom charges from the Mulliken analysis, given in e for atoms 1 to 6: number 1, S, carries -0.214; number 2, O, carries -0.572; number 3, N, carries -0.640; number 4, C, carries -0.217; number 5, C, carries -0.277; number 6, C, carries 0.567

=====

The data favor A; the next most stable structure lies 4.929 eV above it.

=====

--- A ---
# C3H5NOS

C3H5NOS in the gas phase (wB97M-V/def2-TZVPD, OMol25).

Output
Charge: 0
SMILES string: S=C1CCON1
Kohn-Sham gap (eV): 9.26
HOMO level (hartree): -0.3094

Geometry as XYZ:
```
11
C3H5NOS (wB97M-V/def2-TZVPD)
S 2.715 -0.253 0.030
O -1.086 -1.046 -0.225
N 0.238 -1.326 -0.027
C 0.185 0.896 -0.278
C 1.098 -0.309 -0.117
C -1.123 0.314 0.288
H -2.106 0.837 -0.092
H 0.562 -2.287 0.026
H 0.536 1.735 0.313
H -1.146 0.259 1.391
H 0.126 1.181 -1.310
```

Atom charges from the Mulliken analysis, given in e for atoms 1 to 6: number 1, S, carries -0.373; number 2, O, carries -0.299; number 3, N, carries -0.007; number 4, C, carries -0.474; number 5, C, carries 0.145; number 6, C, carries -0.296

=====

--- B ---
# C3H5NOS

C3H5NOS in the gas phase (wB97M-V/def2-TZVPD, OMol25).

Output
Charge: 0
SMILES string: CNC(=O)C=S
Kohn-Sham gap (eV): 8.20
HOMO level (hartree): -0.3413

Geometry as XYZ:
```
11
C3H5NOS (wB97M-V/def2-TZVPD)
S -3.053 -0.324 0.047
O 0.263 1.733 0.079
N 0.195 -0.528 0.155
C -0.369 0.673 0.069
C -1.923 0.828 0.020
C 1.605 -0.713 -0.016
H -2.172 1.858 -0.216
H 1.805 -1.523 -0.743
H -0.463 -1.297 0.077
H 1.992 0.245 -0.402
H 2.120 -0.952 0.930
```

Atom charges from the Mulliken analysis, given in e for atoms 1 to 6: number 1, S, carries -0.232; number 2, O, carries -0.617; number 3, N, carries -0.153; number 4, C, carries 0.687; number 5, C, carries -0.284; number 6, C, carries -0.790

=====

--- C ---
# C3H5NOS

C3H5NOS in the gas phase (wB97M-V/def2-TZVPD, OMol25).

Output
Charge: 0
SMILES string: NC(=O)[C@@H]1CS1
Kohn-Sham gap (eV): 10.09
HOMO level (hartree): -0.3415

Geometry as XYZ:
```
11
C3H5NOS (wB97M-V/def2-TZVPD)
S 0.524 -1.840 0.025
O -0.039 1.964 -1.004
N 1.201 1.075 0.666
C 0.334 0.987 -0.378
C -0.217 -0.417 -0.738
C -1.129 -1.126 0.228
H -0.439 -0.407 -1.808
H -1.963 -1.698 -0.221
H 1.637 0.238 0.962
H 1.401 1.941 1.101
H -1.310 -0.717 1.165
```

Atom charges from the Mulliken analysis, given in e for atoms 1 to 6: number 1, S, carries -0.189; number 2, O, carries -0.599; number 3, N, carries -0.333; number 4, C, carries 0.469; number 5, C, carries -0.123; number 6, C, carries -0.594

=====

The data favor C; the next most stable structure lies 0.439 eV above it.